Computed, not measured: 3 unconnected molecules or ions with the total composition C35H56N2O2, with wB97M-V/def2-TZVPD.

The geometry in XYZ format:
```
95
Properties=species:S:1:pos:R:3:forces:R:3
O 3.06017 3.66385 -5.45483 0.132 0.178 -0.020
O -0.81702 1.41637 -3.24690 -0.068 0.103 0.123
N 2.78186 4.86722 -9.30303 -0.004 -0.015 -0.025
N -1.75391 3.81806 1.55726 0.004 0.004 -0.015
C -1.31425 5.71561 2.60552 0.011 0.002 -0.002
C -2.05374 -3.87777 3.20157 0.012 0.016 0.242
C 1.93700 6.75675 -8.52917 -0.025 -0.009 -0.027
C 2.58957 5.60657 -8.16952 -0.024 0.042 0.018
C -2.50581 1.35869 4.70341 0.055 -0.179 0.276
C 3.22780 4.11191 -2.68924 0.078 0.038 0.084
C -2.26185 -5.28361 2.63405 0.228 -0.038 -0.093
C 0.75097 -4.35100 0.27004 0.117 0.100 0.247
C 0.93409 2.57473 -1.25754 -0.108 -0.616 0.324
C -3.27810 -2.97675 3.08138 -0.025 0.227 -0.239
C -1.96799 -1.14279 4.38847 -0.137 0.179 -0.007
C 0.17589 -1.86208 0.12282 -0.003 0.043 -0.008
C 2.02724 3.60131 -4.82312 -0.016 0.016 -0.023
C -0.26369 4.79406 2.87046 -0.029 0.025 -0.011
C 2.24200 -3.95101 2.34973 0.066 0.056 -0.106
C -0.29460 2.98496 -4.89997 0.023 0.177 -0.307
C 0.85153 -5.50899 3.90084 0.232 0.151 -0.051
C 2.26466 5.52827 -10.38351 0.003 -0.023 0.022
C -0.44917 0.58836 -0.34548 0.080 -0.134 -0.076
C 2.18196 -4.24317 0.84422 -0.345 -0.077 0.059
C 2.22125 -5.17953 3.28089 -0.275 0.159 0.110
C -0.56691 3.63387 2.21048 0.029 -0.080 -0.046
C -2.42189 -0.03618 5.34040 0.100 -0.068 0.046
C -2.98905 -1.47584 3.28059 0.196 -0.197 0.164
C 0.35809 -3.18070 -0.62620 0.082 -0.176 0.015
C 0.71347 3.60962 -5.49776 -0.284 -0.075 0.014
C -0.01363 -6.46443 3.07901 -0.075 -0.163 0.128
C 0.90754 1.06422 -0.88109 0.037 0.073 0.013
C -2.21726 5.08352 1.79298 0.003 -0.018 0.003
C -1.51646 -6.40605 3.36577 -0.106 0.002 -0.084
C -0.08651 2.32180 -3.59019 -0.046 0.008 0.058
C 1.02462 2.83496 -2.73048 0.254 0.239 -0.036
C 1.73038 6.70666 -9.93597 -0.006 0.008 0.023
C -0.73255 -0.88216 -0.62811 -0.012 -0.060 0.164
C 2.03113 3.49269 -3.33406 -0.043 -0.184 0.158
H -4.05801 -3.30004 3.77545 0.065 -0.109 0.089
H 0.62736 -5.29166 -0.26910 -0.007 0.004 -0.072
H 1.01891 -5.95612 4.88407 -0.099 -0.025 0.026
H 0.33362 -7.48074 3.28756 0.058 -0.003 -0.069
H -3.38786 -0.32014 5.76753 -0.018 0.041 0.032
H 2.59344 -6.05413 2.74144 0.146 -0.042 0.065
H -0.04557 2.69341 2.15160 0.028 0.013 0.013
H 1.18958 0.46151 -1.74633 -0.046 -0.003 -0.050
H -3.32966 -5.51235 2.61386 -0.049 -0.001 0.087
H 2.31893 5.10681 -11.37231 -0.002 0.006 -0.010
H -1.27312 2.89285 -5.35167 -0.031 -0.128 0.016
H -0.49227 0.75140 0.73794 -0.076 0.111 0.003
H 2.93053 5.24806 -7.21377 0.031 -0.005 -0.009
H 1.14782 -1.39807 0.31212 0.056 -0.052 0.007
H -1.39651 6.72533 2.97064 0.000 0.008 0.002
H 0.34123 -4.56263 4.08859 -0.093 -0.029 -0.016
H -1.74260 -2.02442 4.98747 -0.025 -0.069 -0.012
H 2.71541 -5.17782 0.66059 0.141 0.062 -0.093
H 3.15189 -3.37988 2.54853 0.032 -0.045 0.022
H 4.14249 3.70516 -3.11943 -0.006 -0.033 -0.007
H 0.63659 4.07988 -6.46986 0.082 -0.082 -0.067
H 1.41100 -3.29030 2.61720 0.034 0.074 0.020
H -1.92207 -5.30164 1.59373 -0.206 0.013 -0.098
H -1.02516 -0.82629 3.93197 0.075 -0.110 0.032
H -3.52778 1.62522 4.43945 0.020 0.005 -0.219
H -1.86777 1.41432 3.82118 -0.067 0.082 -0.092
H 1.24720 7.45024 -10.54709 -0.002 0.005 -0.003
H 1.67843 0.88499 -0.12938 0.034 -0.005 -0.012
H -1.77001 -1.09422 -0.35186 -0.023 -0.065 -0.104
H -2.62809 -1.07540 2.33020 -0.065 0.107 -0.016
H 3.23857 3.97491 -9.33343 0.015 -0.010 0.010
H 0.13982 -6.31326 2.00866 0.037 0.052 -0.018
H -2.21474 3.12660 0.99458 -0.008 -0.030 0.010
H -1.23459 1.17896 -0.81778 -0.043 0.041 0.062
H 1.76322 3.04090 -0.73420 -0.041 0.185 -0.093
H -1.69735 -6.32571 4.44290 0.039 0.004 0.036
H 1.12979 -3.06087 -1.39334 -0.100 0.060 -0.131
H 3.24692 3.98754 -1.61138 0.007 -0.045 -0.013
H 0.61054 4.96427 3.47583 0.001 0.000 0.010
H -1.96017 -7.35615 3.05684 0.007 -0.010 -0.007
H -0.65475 -1.06174 -1.70314 0.032 0.091 -0.061
H 3.23747 5.18316 -2.90489 0.012 -0.004 -0.004
H -0.25663 -2.07373 1.10642 -0.003 0.084 0.039
H -1.20770 -3.37991 2.71742 0.057 -0.072 -0.021
H -0.57036 -3.42909 -1.14769 -0.053 0.026 0.005
H 2.90728 -4.97614 4.10494 0.097 -0.113 -0.041
H -3.14535 5.42409 1.36771 -0.004 0.011 0.000
H -3.69931 -3.10436 2.07876 -0.077 -0.015 0.019
H 1.64097 7.54717 -7.85983 0.008 0.011 0.000
H -2.14879 2.11480 5.40219 -0.051 0.083 -0.033
H 0.01672 3.01375 -0.85669 0.023 0.209 -0.094
H 2.70648 -3.45319 0.30150 0.091 -0.044 -0.017
H -1.72071 -0.01149 6.17811 0.008 0.040 -0.002
H 0.04994 -4.37572 1.10840 -0.061 -0.091 -0.070
H -1.77658 -3.97251 4.25421 -0.024 0.041 0.007
H -3.92549 -0.96760 3.51985 -0.066 0.039 -0.172
```
Forces are in eV/Å.

Output
SMILES string: CCCCCCCCCCCCCCCCCCCCC1=C(C)C(=O)C=CC1=O.c1cc[nH]c1.c1cc[nH]c1
Strongest force on any atom: 0.705 eV/Å
Spin multiplicity: 1
E_tot: -1627.1736 Ha
Kohn-Sham gap: 7.130 eV
Net charge: 0